[1]
11
Properties=species:S:1:pos:R:3:mulliken_charge:R:1 method="wB97M-V/def2-TZVPD" homo_ev=-8.68 spin_multiplicity=1 energy_ev=-6751.78907 orbital_gap_ha=0.34521 lumo_energy_ev=0.7120
C 0.696 -1.009 -0.252 -0.09
C 1.455 0.064 0.047 -0.81
C 0.364 1.016 -0.150 0.63
N -0.433 1.336 0.956 -0.65
C -1.249 0.366 0.654 -0.13
C -0.696 -0.542 -0.353 -0.82
H 0.996 -2.044 -0.388 0.40
H 2.409 0.169 0.546 0.37
H 0.107 1.425 -1.119 0.35
H -2.255 0.293 1.068 0.39
H -1.394 -1.074 -1.009 0.36

***

[2]
14
Properties=species:S:1:pos:R:3:mulliken_charge:R:1 method="wB97M-V/def2-TZVPD" total_charge=-1 homo_ev=-3.49 spin_multiplicity=1 energy_ev=-12339.54222 orbital_gap_ha=0.27552 lumo_energy_ev=4.0092 smiles="O=C1[C@H]2C([O-])=NCCN12"
O -2.749 -1.075 -0.923 -0.65
C -1.569 -1.209 -0.692 0.56
C -0.342 -1.909 -0.925 -0.25
C 0.356 -1.052 -1.989 0.44
O 0.859 -1.508 -3.044 -0.71
N -0.020 0.213 -1.816 -0.66
C -0.142 0.943 -0.611 -0.42
C -0.048 0.019 0.664 -0.47
N -0.709 -1.216 0.409 -0.37
H -0.128 -2.995 -0.856 0.33
H -0.940 1.686 -0.749 0.29
H 0.652 1.734 -0.409 0.28
H 0.953 -0.244 1.028 0.32
H -0.511 0.566 1.439 0.31

***

[3]
14
Properties=species:S:1:pos:R:3:mulliken_charge:R:1 method="wB97M-V/def2-TZVPD" homo_ev=-8.27 spin_multiplicity=1 energy_ev=-11777.41211 orbital_gap_ha=0.33668 lumo_energy_ev=0.8935 smiles="C1=NNC2=NO[C@H]3C[C@@]123"
C -0.637 -1.497 0.198 -0.67
N -1.736 -1.160 -0.493 -0.68
N -1.662 -0.084 -1.054 0.19
C -0.427 0.529 -0.855 0.26
N 0.277 1.418 -1.397 -0.59
O 1.583 1.114 -0.993 -0.22
C 1.478 0.231 0.144 -0.40
C 0.649 0.608 1.303 -0.64
C 0.044 -0.140 0.216 1.15
H -0.457 -2.494 0.710 0.34
H -2.498 0.142 -1.828 0.33
H 2.368 -0.291 0.231 0.44
H 0.271 1.622 1.536 0.24
H 0.747 0.002 2.281 0.24

***

[4]
15
Properties=species:S:1:pos:R:3:mulliken_charge:R:1 method="wB97M-V/def2-TZVPD" homo_ev=-8.69 spin_multiplicity=1 energy_ev=-13829.80900 orbital_gap_ha=0.28374 lumo_energy_ev=-0.9647
N -1.106 0.954 -2.359 -0.59
C -0.580 0.523 -1.135 0.81
C -0.924 -0.700 -0.528 -0.58
C -0.290 -1.024 0.683 -0.07
N 0.583 -0.173 1.177 0.63
C 1.259 -0.615 2.487 0.45
O 0.615 -1.344 3.245 -0.64
O 2.389 -0.199 2.665 -0.60
N 0.939 0.982 0.698 -0.78
C 0.387 1.319 -0.427 -0.29
H -0.303 1.231 -2.928 0.30
H -1.452 0.115 -2.828 0.28
H -1.658 -1.357 -0.998 0.32
H -0.514 -1.977 1.157 0.41
H 0.656 2.266 -0.909 0.35

***

[5]
15
Properties=species:S:1:pos:R:3:mulliken_charge:R:1 method="wB97M-V/def2-TZVPD" homo_ev=-9.45 spin_multiplicity=1 energy_ev=-13826.88400 orbital_gap_ha=0.34844 lumo_energy_ev=0.0297
O 2.819 1.281 0.008 -0.84
N 2.420 0.097 0.030 0.97
N 3.187 -0.904 -0.004 -0.29
O 4.494 -0.495 -0.072 -0.40
C 0.912 -0.071 0.099 0.48
C 0.082 1.032 0.118 -0.36
C -1.236 0.660 -0.014 -0.15
C -1.642 -0.663 -0.095 -0.28
C -0.702 -1.671 -0.009 -0.35
N 0.596 -1.356 0.139 -0.43
H 4.548 0.565 -0.219 0.38
H 0.576 2.071 0.064 0.33
H -2.080 1.477 -0.023 0.25
H -2.704 -1.023 -0.227 0.28
H -1.055 -2.653 -0.034 0.42

***

[6]
16
Properties=species:S:1:pos:R:3:mulliken_charge:R:1 method="wB97M-V/def2-TZVPD" homo_ev="-9.13 / -9.13" spin_multiplicity=1 energy_ev=-15872.06927 orbital_gap_ha="0.30065 / 0.30067" lumo_energy_ev="-0.9533 / -0.9531"
C -0.997 0.252 -1.805 -0.43
C -0.608 -1.013 -1.834 -0.45
C 0.158 -0.722 0.494 -0.11
C -0.701 1.118 -0.694 0.43
C 0.225 -1.529 -0.705 -0.58
N -0.006 1.379 1.509 -1.24
N -0.112 0.555 0.530 0.84
N 0.955 1.265 2.443 1.14
O 0.967 2.172 3.223 -0.64
O 1.799 0.395 2.424 -0.66
O -1.030 2.259 -0.715 -0.44
H -1.609 0.673 -2.504 0.49
H -0.875 -1.619 -2.643 0.45
H 0.559 -1.163 1.375 0.57
H -0.101 -2.544 -0.445 0.36
H 1.376 -1.478 -0.652 0.28